# 1
The molecule C3H7N3OS. Source: the Open Molecules 2025 dataset; level of theory: wB97M-V/def2-TZVPD.

Each line ends with the Löwdin charge.
Positions of all 15 atoms, in Å:
S  0.98  2.20  -0.12  0.6664
O  -0.27  -0.49  0.12  -0.1268
N  -1.07  -1.54  -0.28  0.0421
N  1.60  -1.65  -0.64  0.1442
N  1.72  0.64  -0.04  -0.4030
C  -2.80  -0.17  0.89  -0.0727
C  1.05  -0.60  -0.26  -0.5895
C  -2.29  -1.43  0.18  -0.1611
H  -2.93  -2.32  -0.09  0.1237
H  -2.54  -0.24  1.99  0.0994
H  2.61  -1.41  -0.84  0.0767
H  2.63  0.63  -0.67  0.1258
H  1.46  2.73  1.22  -0.0604
H  -2.34  0.68  0.36  0.0764
H  -3.88  -0.16  0.83  0.0587

HOMO energy in eV: -9.49
Calculated total energy in hartree: -756.093304
Structure (SMILES): [H]/N=C(\NS)O/N=C\C
Frontier orbital gap in eV: 9.988
Strongest force on any atom in eV/Å: 3.267
LUMO in eV: 0.5
ΔE to the lowest compared entry with this formula, charge and spin in eV: 3.837

# 2
The molecule C4H5NO2. Source: the Open Molecules 2025 dataset; level of theory: wB97M-V/def2-TZVPD.

Each line ends with the Löwdin charge.
Positions of all 12 atoms, in Å:
O  -0.22  -2.63  0.74  0.1416
O  -1.16  -0.36  1.25  0.0054
N  0.87  -0.59  -1.66  0.0810
C  -0.30  0.68  0.12  -0.0971
C  -0.25  1.98  0.35  0.0386
C  -0.23  -1.48  0.44  -0.2922
C  0.24  -0.48  -0.42  -0.3023
H  0.57  2.55  -0.05  0.0688
H  1.88  -0.55  -1.61  0.0827
H  -1.05  2.50  0.86  0.0620
H  0.56  -1.38  -2.21  0.0870
H  -0.90  -0.25  2.19  0.1246

HOMO energy in eV: -7.96
Calculated total energy in hartree: -360.534923
Frontier orbital gap in eV: 8.505
Strongest force on any atom in eV/Å: 1.584
LUMO in eV: 0.5
ΔE to the lowest compared entry with this formula, charge and spin in eV: 3.660

# 3
A structure of composition C43H47BrCl3N7O2PS2Ta. Source: the Open Molecules 2025 dataset; level of theory: wB97M-V/def2-TZVPD.

Each line ends with the Löwdin charge.
Positions of all 107 atoms, in Å:
Ta  1.25  -0.87  -0.07  1.2980
Br  -2.90  6.91  0.25  0.7274
Cl  1.56  -5.28  1.93  0.7530
Cl  5.84  -6.44  -1.12  0.6746
Cl  3.73  -1.47  -1.16  0.7280
S  2.87  -0.16  1.81  0.5888
S  0.62  -2.11  -2.19  0.5916
P  -1.52  -0.51  1.92  0.9851
O  1.76  -2.64  0.65  -0.3971
O  1.33  0.62  -1.24  -0.3618
N  -0.27  -0.65  0.93  -0.3620
N  1.46  -4.60  -2.49  0.1111
N  2.29  2.32  0.96  0.0311
N  -1.06  0.97  -2.49  0.1276
N  0.98  4.67  -5.02  0.0829
N  0.26  5.66  -4.81  0.0806
N  -0.32  -4.29  -0.96  0.0717
C  -0.94  -0.89  3.66  -0.5850
C  4.70  -4.00  -1.03  -0.1129
C  0.51  -6.47  -1.40  -0.0288
C  -2.17  1.24  1.78  -0.5873
C  3.35  4.31  1.78  -0.0798
C  1.43  -5.91  -2.28  -0.3353
C  -1.32  2.81  -4.57  -0.0071
C  -0.34  -5.60  -0.76  -0.1631
C  -0.99  2.23  1.76  -0.0827
C  3.99  2.17  2.63  -0.1130
C  -0.55  6.22  -1.19  -0.1205
C  2.74  -4.80  0.76  -0.5702
C  0.17  5.91  -2.33  -0.0179
C  -1.78  6.27  -3.68  -0.0294
C  -3.16  1.64  2.88  -0.0706
C  2.45  3.65  0.97  -0.1532
C  -0.45  5.90  -3.58  -0.2611
C  -1.90  6.52  -1.31  -0.6931
C  2.24  3.25  -3.56  -0.0238
C  0.00  -2.11  3.65  -0.0890
C  1.03  3.54  -4.13  -0.2317
C  3.74  -3.12  -0.59  -0.5323
C  0.58  -3.84  -1.83  -0.7790
C  -0.01  1.73  -2.87  -0.1389
C  2.43  -6.75  -3.03  -0.0325
C  -2.78  -1.76  1.34  -0.5874
C  -2.18  1.11  -3.14  -0.1280
C  2.72  -3.48  0.30  -0.4605
C  -0.13  0.31  4.17  -0.0865
C  3.05  1.59  1.77  -0.7212
C  -2.86  -1.75  -0.20  -0.0879
C  -2.36  2.00  -4.22  -0.0386
C  2.35  2.25  -2.58  0.0086
C  -0.10  2.72  -3.87  -0.0933
C  -2.09  -1.16  4.64  -0.0748
C  1.25  1.52  -2.21  -0.2887
C  -2.86  1.38  0.42  -0.0893
C  -2.27  -3.16  1.72  -0.0881
C  3.69  -5.71  0.34  -0.1288
C  -4.18  -1.55  1.92  -0.0732
C  4.14  3.54  2.64  -0.0804
C  4.66  -5.30  -0.57  -0.6717
C  -2.52  6.56  -2.55  -0.1200
H  1.23  5.68  -2.25  0.1131
H  -1.41  3.51  -5.40  0.1146
H  -0.74  1.19  4.34  0.0596
H  0.31  0.02  5.13  0.0921
H  -3.01  0.48  -2.82  0.1082
H  3.10  3.86  -3.81  0.1188
H  -3.09  2.44  0.26  0.0909
H  -1.07  -5.97  -0.04  0.1058
H  3.43  5.39  1.75  0.0963
H  2.84  -7.53  -2.39  0.0748
H  -2.21  1.05  -0.39  0.0501
H  -3.30  2.03  -4.76  0.1048
H  -0.08  6.22  -0.22  0.0981
H  1.81  4.20  0.29  0.0951
H  -2.35  -3.36  2.79  0.0623
H  -4.78  -2.44  1.70  0.0924
H  -2.65  -2.06  4.39  0.0632
H  -3.45  -2.61  -0.50  0.0929
H  -4.19  -1.41  3.00  0.0621
H  0.47  -7.54  -1.22  0.1117
H  3.29  2.06  -2.08  0.1216
H  -3.53  2.64  2.65  0.0934
H  4.59  1.54  3.28  0.0955
H  0.64  -2.14  2.76  0.0299
H  -0.58  2.44  2.75  0.0677
H  0.66  -2.04  4.52  0.0920
H  -3.34  -0.86  -0.59  0.0493
H  -4.02  0.97  2.93  0.0685
H  -4.69  -0.70  1.46  0.0679
H  -2.70  1.68  3.86  0.0637
H  4.86  4.01  3.29  0.1052
H  -0.54  -3.05  3.71  0.0644
H  -2.78  -0.32  4.73  0.0673
H  -1.25  -3.33  1.39  0.0612
H  -0.18  1.89  1.12  0.0465
H  1.94  -7.23  -3.88  0.0847
H  0.69  0.55  3.50  0.0479
H  -3.81  0.84  0.38  0.0639
H  5.46  -3.68  -1.74  0.1140
H  -2.90  -3.89  1.21  0.0897
H  -1.87  -1.85  -0.66  0.0291
H  -1.36  3.18  1.36  0.0859
H  -3.57  6.82  -2.62  0.1027
H  3.68  -6.72  0.71  0.1114
H  -1.65  -1.32  5.63  0.0947
H  3.23  -6.12  -3.41  0.0760
H  -2.24  6.32  -4.66  0.1167

HOMO energy in eV: -7.76
Calculated total energy in hartree: -7350.062262
Frontier orbital gap in eV: 7.498
Strongest force on any atom in eV/Å: 1.258
LUMO in eV: -0.3
ΔE to the lowest compared entry with this formula, charge and spin in eV: 0.172

# 4
A structure of composition C44H88O11. Source: the Open Molecules 2025 dataset; level of theory: wB97M-V/def2-TZVPD.

Each line ends with the Löwdin charge.
Positions of all 143 atoms, in Å:
O  12.21  -12.50  24.04  -0.0908
O  9.61  -12.15  19.65  -0.1074
O  7.57  -10.41  22.68  -0.1970
O  3.50  -8.13  17.78  -0.1338
O  7.35  -12.57  17.33  -0.2993
O  9.63  -14.61  18.18  -0.1085
O  12.13  -9.36  21.01  -0.2094
O  10.31  -8.69  18.39  -0.2750
O  10.92  -8.85  22.75  -0.2090
O  5.60  -12.79  21.98  -0.1367
O  8.16  -6.83  21.04  -0.1587
C  12.10  -7.02  22.22  -0.1361
C  6.75  -14.64  16.44  -0.1705
C  11.57  -7.75  23.41  -0.1122
C  8.37  -10.55  18.57  0.0109
C  12.01  -8.14  16.73  -0.1315
C  5.90  -12.65  17.48  -0.0988
C  11.32  -8.04  19.05  -0.2609
C  8.56  -12.09  18.72  -0.2429
C  8.60  -8.45  23.10  -0.2028
C  4.37  -8.96  18.61  -0.1471
C  5.65  -14.15  17.28  -0.1441
C  6.80  -12.34  21.41  -0.1981
C  7.87  -10.50  24.04  -0.1798
C  7.47  -8.98  22.31  -0.0870
C  7.39  -5.89  19.01  -0.1272
C  10.02  -12.50  24.06  -0.1909
C  13.90  -10.61  21.99  -0.1281
C  10.32  -11.67  22.90  -0.1462
C  10.48  -8.46  21.46  -0.3195
C  12.06  -10.70  20.49  -0.1252
C  8.82  -14.29  19.30  -0.2571
C  9.20  -9.98  19.72  -0.1608
C  8.46  -9.12  24.43  -0.0947
C  5.53  -14.18  22.25  -0.1562
C  9.45  -15.97  17.80  -0.1556
C  10.99  -7.07  21.27  -0.1154
C  7.62  -13.56  21.43  -0.1442
C  5.35  -9.58  17.61  -0.1750
C  8.34  -16.49  18.69  -0.1642
C  8.50  -15.65  19.90  -0.1591
C  10.86  -9.07  17.11  -0.1457
C  8.48  -7.79  20.00  -0.2559
C  7.94  -13.72  16.65  -0.1234
C  4.20  -7.78  16.60  -0.1992
C  6.61  -14.68  21.30  -0.1799
C  5.59  -8.39  16.74  -0.1651
C  11.87  -11.55  23.06  -0.1899
C  11.17  -13.43  24.25  -0.1665
C  8.35  -7.01  18.66  -0.0716
C  13.35  -11.38  20.84  -0.1436
C  12.92  -9.47  22.21  -0.2156
C  12.05  -7.24  17.95  -0.1149
C  7.09  -6.02  20.53  -0.1348
C  9.39  -11.18  20.62  -0.2429
H  9.88  -11.91  24.97  0.1303
H  9.34  -13.77  20.10  0.1206
H  11.73  -10.68  19.45  0.1499
H  8.29  -13.46  20.58  0.0462
H  8.03  -7.61  17.81  0.1031
H  7.48  -8.85  21.23  0.0782
H  10.91  -7.20  24.09  0.1451
H  7.33  -10.21  18.63  0.0677
H  8.77  -12.47  17.71  0.1141
H  3.66  -8.22  15.76  0.1175
H  12.44  -11.65  22.14  0.0379
H  6.13  -14.75  20.33  0.1240
H  9.09  -13.03  23.85  0.1053
H  4.27  -6.69  16.52  0.1154
H  11.43  -6.82  20.30  0.1198
H  5.78  -14.03  23.30  0.1217
H  9.46  -8.84  22.56  0.0363
H  14.93  -10.26  21.87  0.1205
H  12.93  -8.71  16.65  0.1186
H  9.29  -16.11  16.74  0.1288
H  3.78  -9.73  19.11  0.1219
H  9.40  -9.39  24.93  0.1104
H  7.84  -4.93  18.74  0.1111
H  14.07  -11.48  20.02  0.1283
H  8.43  -7.38  23.19  0.1479
H  10.06  -9.00  16.37  0.1197
H  4.95  -10.41  17.05  0.0923
H  11.11  -10.13  17.17  0.1286
H  9.40  -8.40  21.53  0.0671
H  9.33  -6.58  18.45  0.1103
H  10.69  -9.15  20.64  0.0915
H  11.26  -14.32  23.62  0.1247
H  9.33  -16.09  20.45  0.1434
H  4.53  -14.61  22.17  0.1190
H  7.35  -16.34  18.26  0.0914
H  6.08  -6.41  20.70  0.1115
H  12.25  -9.63  23.05  0.0559
H  7.73  -12.73  19.02  0.0774
H  7.06  -15.67  16.62  0.0906
H  4.64  -14.39  16.94  0.1187
H  10.19  -12.20  21.96  0.1143
H  8.80  -9.14  20.29  0.0030
H  12.37  -8.10  24.06  0.1413
H  6.89  -10.56  24.50  0.1301
H  10.23  -9.71  19.46  0.0675
H  7.27  -11.53  21.97  0.0180
H  13.30  -8.55  22.65  0.1030
H  6.92  -15.69  21.56  0.1205
H  7.86  -8.50  25.10  0.1153
H  7.78  -8.61  20.20  0.0889
H  6.24  -7.64  17.17  0.0688
H  8.52  -11.42  21.23  0.0964
H  10.16  -6.38  21.46  0.1634
H  5.41  -11.99  16.77  0.1002
H  7.58  -15.66  20.49  0.0282
H  6.09  -8.67  15.81  0.1220
H  6.18  -10.02  18.18  0.0572
H  6.45  -11.94  20.46  0.1289
H  11.96  -8.77  19.56  0.1212
H  11.67  -7.49  15.93  0.1142
H  11.21  -11.21  20.95  0.0644
H  8.19  -13.78  22.33  0.1383
H  11.23  -13.73  25.30  0.1249
H  8.68  -10.19  17.59  0.1160
H  12.43  -6.03  22.51  0.1393
H  6.46  -8.67  22.59  0.1474
H  8.40  -11.42  24.28  0.0759
H  8.68  -14.13  17.34  0.0109
H  8.11  -13.42  15.62  0.1374
H  10.21  -11.16  21.33  0.0228
H  6.50  -6.03  18.39  0.0905
H  10.31  -16.57  18.09  0.1252
H  8.33  -17.53  19.00  0.1238
H  11.38  -6.40  17.79  0.1050
H  13.00  -7.50  21.83  0.1129
H  4.87  -8.36  19.38  0.1068
H  9.86  -10.68  22.86  0.1187
H  5.67  -14.68  18.23  0.0934
H  7.94  -13.77  18.91  0.0892
H  13.99  -11.27  22.86  0.1231
H  13.26  -12.41  21.18  0.1365
H  9.53  -8.04  20.12  0.0719
H  12.13  -10.60  23.52  0.0991
H  7.06  -5.06  21.03  0.1187
H  6.43  -14.59  15.40  0.1154
H  5.75  -12.26  18.49  0.1183
H  13.02  -6.80  18.18  0.1170
H  10.94  -7.48  19.91  -0.0125

HOMO energy in eV: -7.61
Calculated total energy in hartree: -2555.163098
Frontier orbital gap in eV: 8.205
Strongest force on any atom in eV/Å: 10.115
LUMO in eV: 0.6
ΔE to the lowest compared entry with this formula, charge and spin in eV: 42.903

# 5
A cluster of 2 separate species, C3H7NO2S in total. Source: the Open Molecules 2025 dataset; level of theory: wB97M-V/def2-TZVPD.

Each line ends with the Löwdin charge.
Positions of all 14 atoms, in Å:
S  1.28  -0.21  1.03  0.8618
O  -3.08  0.82  -0.26  0.1508
O  1.65  -1.61  0.07  -0.4549
N  1.85  1.00  0.18  -0.4680
C  -2.39  -1.31  0.80  0.0229
C  -2.85  -0.22  0.21  -0.2563
C  0.89  1.35  -0.96  -0.1431
H  2.71  1.36  0.07  0.0267
H  -1.33  -1.34  0.72  0.0136
H  -2.96  -1.91  1.40  0.0202
H  2.34  -2.11  0.55  0.0180
H  1.12  2.31  -1.54  0.0911
H  -0.17  1.35  -0.60  0.0576
H  0.96  0.52  -1.67  0.0597

HOMO energy in eV: -8.90
Calculated total energy in hartree: -721.837738
Structure (SMILES): C=C=O.CNSO
Frontier orbital gap in eV: 9.569
Strongest force on any atom in eV/Å: 5.912
LUMO in eV: 0.7
ΔE to the lowest compared entry with this formula, charge and spin in eV: 3.399

# 6
The ion C4H12N3 with charge +1. Source: the Open Molecules 2025 dataset; level of theory: wB97M-V/def2-TZVPD.

Each line ends with the Löwdin charge.
Positions of all 19 atoms, in Å:
N  0.99  2.82  -0.92  0.0489
N  0.16  1.12  0.54  -0.0447
N  0.57  -0.98  -1.30  0.1785
C  0.08  -2.01  -0.27  -0.0944
C  0.04  2.06  -0.50  -0.3186
C  -0.38  -1.25  1.02  -0.1317
C  -0.94  0.25  0.94  -0.1654
H  -0.73  -2.55  -0.73  0.1233
H  -1.90  0.31  0.45  0.1227
H  0.96  -2.61  -0.08  0.1291
H  -0.24  -0.67  -1.86  0.1685
H  -0.93  2.55  -0.44  0.1229
H  0.88  -0.12  -0.82  0.1076
H  -1.20  0.55  1.97  0.1328
H  0.91  1.18  1.20  0.1476
H  1.29  -1.28  -1.97  0.1803
H  0.53  -1.17  1.61  0.1039
H  -0.99  -1.90  1.63  0.1184
H  0.91  3.72  -0.47  0.0704

HOMO energy in eV: -12.12
Calculated total energy in hartree: -323.531994
Structure (SMILES): [H]/N=C/NCCC[NH3+]
Net charge: +1
Frontier orbital gap in eV: 8.464
Strongest force on any atom in eV/Å: 4.740
LUMO in eV: -3.7
ΔE to the lowest compared entry with this formula, charge and spin in eV: 3.980

HOMO energy of number 2 (C4H5NO2)?
-7.96 eV

The lowest frontier orbital gap belongs to which entry?
C43H47BrCl3N7O2PS2Ta